{"formula": "H6N4O2P", "method": "the ωB97M-V functional and the def2-TZVPD basis", "total_energy_ha": -714.45335, "relative_energy_ev": 2.2812, "orbital_gap_ev": 8.94, "smiles": "NNP(=O)([O-])NN", "charge": -1, "elements": ["N", "N", "P", "O", "O", "N", "N", "H", "H", "H", "H", "H", "H"], "coordinates": [[-2.0691, 0.0197, 0.0484], [-1.2486, -0.6962, -0.9811], [0.2683, -1.1149, -0.2917], [0.1431, -1.0010, 1.6567], [0.6314, -2.3777, -0.9402], [1.2656, 0.2936, -0.6258], [1.9461, 0.9337, 0.5029], [-1.2665, -0.0635, 0.8591], [-2.0974, 1.0039, -0.1644], [-1.6874, -1.4608, -1.5690], [0.5826, 0.9204, -1.0257], [1.2846, 0.7671, 1.3137], [2.6761, 0.2594, 0.5778]], "lowdin_charge": [-0.100, -0.271, 0.502, -0.629, -0.401, -0.248, -0.080, 0.039, 0.007, 0.087, 0.029, 0.039, 0.027]}

---

{"formula": "C29H22MnN7O2", "method": "the ωB97M-V functional and the def2-TZVPD basis", "total_energy_ha": -2802.66142, "s_squared": 6.07, "relative_energy_ev": 0.0000, "orbital_gap_ev": [5.73, 5.94], "multiplicity": 5, "charge": 2, "elements": ["Mn", "N", "C", "N", "C", "N", "N", "C", "C", "C", "C", "C", "C", "N", "C", "C", "C", "C", "C", "C", "H", "H", "H", "H", "H", "H", "H", "H", "H", "H", "H", "O", "C", "N", "C", "C", "O", "N", "C", "C", "C", "C", "C", "C", "C", "C", "C", "C", "C", "C", "H", "H", "H", "H", "H", "H", "H", "H", "H", "H", "H"], "coordinates": [[0.2188, -1.7582, -0.9010], [4.4123, -2.3091, -0.8372], [3.1922, -2.0577, -1.2501], [2.1166, -2.3328, -0.5369], [2.2513, -2.8884, 0.7479], [1.1914, -3.1523, 1.4409], [0.0673, -2.8660, 0.7097], [-1.0804, -3.3339, 1.0271], [-2.1473, -3.1385, 0.0475], [-3.4569, -3.4938, 0.2860], [-4.3887, -3.3146, -0.7348], [-3.9701, -2.7942, -1.9431], [-2.6309, -2.4537, -2.1047], [-1.7348, -2.6251, -1.1388], [3.5831, -3.1659, 1.2444], [3.8117, -3.7239, 2.5057], [5.1027, -3.9788, 2.9137], [6.1803, -3.6859, 2.0748], [5.9757, -3.1338, 0.8252], [4.6737, -2.8768, 0.4220], [5.1896, -2.0738, -1.4401], [3.0672, -1.5947, -2.2216], [-1.2189, -3.8973, 1.9441], [-3.7471, -3.9008, 1.2449], [-5.4242, -3.5853, -0.5793], [-4.6580, -2.6493, -2.7637], [-2.2701, -2.0370, -3.0368], [2.9692, -3.9476, 3.1446], [5.2841, -4.4099, 3.8881], [7.1890, -3.8929, 2.4048], [6.8107, -2.9054, 0.1751], [0.5442, -0.3810, -2.2066], [-0.0162, 0.4969, -1.4213], [-0.2284, 1.7784, -1.5777], [-0.9625, 2.3025, -0.3935], [-1.1352, 0.9914, 0.4355], [-1.6965, 0.8627, 1.4778], [-0.4578, -0.0211, -0.2625], [-0.1140, 3.2729, 0.4145], [-0.6621, 3.7995, 1.5826], [0.0691, 4.6902, 2.3488], [1.3472, 5.0681, 1.9544], [1.8920, 4.5459, 0.7939], [1.1650, 3.6445, 0.0247], [-2.2978, 2.8714, -0.8472], [-3.3992, 2.0384, -1.0249], [-4.5897, 2.5500, -1.5156], [-4.6861, 3.8969, -1.8382], [-3.5910, 4.7289, -1.6643], [-2.3996, 4.2202, -1.1668], [-0.0899, 2.2925, -2.4345], [-1.6606, 3.5142, 1.8874], [-0.3632, 5.0967, 3.2530], [1.9117, 5.7724, 2.5502], [2.8827, 4.8424, 0.4763], [1.6100, 3.2512, -0.8803], [-3.3463, 0.9892, -0.7537], [-5.4484, 1.9027, -1.6344], [-5.6172, 4.2979, -2.2150], [-3.6639, 5.7804, -1.9065], [-1.5557, 4.8813, -1.0144]], "lowdin_charge": [1.074, 0.166, -0.075, 0.037, -0.235, 0.133, -0.087, 0.036, -0.231, 0.038, 0.009, 0.002, -0.065, 0.030, -0.082, 0.019, -0.021, -0.015, 0.016, -0.150, 0.183, 0.159, 0.162, 0.137, 0.134, 0.129, 0.133, 0.126, 0.126, 0.128, 0.130, -0.067, -0.513, 0.225, -0.228, -0.384, 0.159, 0.091, -0.177, -0.019, -0.045, -0.062, -0.065, -0.033, -0.157, -0.027, -0.061, -0.059, -0.048, -0.013, 0.190, 0.130, 0.116, 0.113, 0.110, 0.105, 0.108, 0.109, 0.115, 0.116, 0.125]}

---

{"formula": "C5H32NO12S", "method": "the ωB97M-V functional and the def2-TZVPD basis", "total_energy_ha": -1565.45904, "s_squared": 0.75, "relative_energy_ev": 0.0000, "orbital_gap_ev": [10.73, 6.92], "multiplicity": 2, "elements": ["O", "C", "N", "C", "C", "S", "C", "C", "H", "H", "H", "H", "H", "H", "H", "H", "H", "H", "H", "H", "O", "H", "H", "O", "H", "H", "O", "H", "H", "O", "H", "H", "O", "H", "H", "O", "H", "H", "O", "H", "H", "O", "H", "H", "O", "H", "H", "O", "H", "H", "O"], "coordinates": [[0.7680, 0.6061, 1.0942], [0.6192, 0.1601, -0.0373], [-0.4072, -0.6749, -0.3720], [-1.2160, -1.2996, 0.6993], [-1.4271, -2.7812, 0.4704], [-0.1872, -3.9012, 1.2095], [-2.5936, -0.5753, 0.5075], [1.4254, 0.6721, -1.1856], [-0.7941, -0.6282, -1.2929], [-0.8529, -1.0805, 1.6901], [-1.6304, -3.1224, -0.5459], [-2.3740, -3.0328, 0.9653], [-3.4289, -1.2869, 0.5456], [-2.7674, -0.2028, -0.5041], [-2.8371, 0.2330, 1.1904], [1.6176, 1.7355, -1.1929], [2.4346, 0.2661, -1.0954], [0.9276, 0.5393, -2.1432], [1.8215, -0.7710, 2.5371], [1.8851, -2.3102, 2.4958], [2.4018, -1.4916, 2.3464], [0.1641, -1.2144, -3.4528], [-1.0639, -0.3549, -3.2845], [-0.3172, -0.4805, -3.9045], [0.4211, 1.6009, 3.4135], [-0.6860, 1.0435, 2.6069], [-0.5308, 1.5163, 3.4359], [2.0603, -2.0217, 0.6962], [1.3797, -3.1553, 0.1703], [2.0265, -2.5151, -0.1671], [0.8430, 3.0422, -0.8888], [-0.1378, 4.1837, -0.7068], [0.4862, 3.6279, -0.2355], [-0.9157, 3.1243, 2.8692], [-0.4137, 3.8546, 1.6294], [-1.1859, 3.7870, 2.1974], [0.5294, 1.4061, -3.5692], [-0.7155, 2.0729, -4.1695], [0.0471, 2.2451, -3.6191], [-2.0935, 2.3031, 0.7505], [-2.7657, 3.5532, 0.8602], [-2.7492, 2.7981, 0.2428], [1.1475, -2.9445, -2.6155], [1.2113, -1.8361, -1.6205], [1.3915, -2.0086, -2.5745], [2.8764, 1.0649, 2.1240], [4.2391, 0.5879, 1.7260], [3.8103, 1.3083, 2.1775], [-2.3993, 0.7209, -1.8807], [-1.7957, 1.4697, -3.0646], [-2.4896, 0.8241, -2.8345]], "lowdin_charge": [0.025, -0.484, 0.091, -0.359, -0.523, 0.777, -0.012, 0.033, 0.107, 0.125, 0.089, 0.079, 0.084, 0.059, 0.080, 0.070, 0.121, 0.050, 0.013, 0.042, -0.040, -0.002, -0.004, -0.094, 0.049, 0.017, -0.036, 0.010, -0.106, -0.104, -0.017, 0.060, -0.027, 0.008, 0.008, -0.080, 0.012, 0.031, -0.050, -0.010, 0.033, -0.084, 0.073, 0.000, -0.072, -0.008, 0.026, -0.044, 0.003, 0.024, -0.040]}

---

{"formula": "C20H32N2O7SbW", "method": "the ωB97M-V functional and the def2-TZVPD basis", "total_energy_ha": -1724.75043, "relative_energy_ev": 0.2745, "orbital_gap_ev": 7.01, "charge": -1, "elements": ["W", "O", "C", "C", "O", "C", "C", "O", "C", "O", "O", "C", "C", "N", "O", "C", "C", "N", "O", "H", "H", "H", "H", "H", "H", "H", "C", "C", "C", "C", "C", "H", "H", "H", "H", "H", "H", "H", "H", "H", "H", "C", "C", "Sb", "C", "C", "C", "C", "H", "H", "H", "H", "H", "H", "H", "H", "H", "H", "H", "H", "H", "H", "H"], "coordinates": [[-0.4854, -0.6257, 0.4706], [2.1031, 1.3328, 5.6080], [1.6331, 1.0111, 4.5522], [0.2845, 1.4716, 3.9811], [-0.5210, 2.1846, 4.5276], [0.2145, 0.8447, 2.6438], [1.3172, 0.0613, 2.3805], [1.4709, -0.5685, 1.2482], [2.2837, 0.0937, 3.5100], [3.3541, -0.4517, 3.6038], [-0.7118, 1.0004, 1.7397], [-2.8728, 0.7474, -2.8518], [-2.2230, -0.1164, -1.8182], [-1.9165, 0.3966, -0.5276], [-2.0852, 1.7998, -0.4849], [-1.8936, -1.4072, -1.9667], [-2.1223, -2.2836, -3.1559], [-1.2951, -2.0030, -0.8398], [0.1715, -1.8315, -0.8931], [-2.5405, 1.7803, -2.7732], [-3.9613, 0.7568, -2.7425], [-2.6394, 0.3769, -3.8490], [-1.9278, 1.9932, 0.4526], [-2.1544, -1.7221, -4.0922], [-3.0596, -2.8437, -3.0782], [-1.3150, -3.0140, -3.2241], [-2.6635, -3.5125, 2.2800], [-2.1824, -2.1014, 2.6395], [-1.8690, -2.0311, 4.1389], [-3.2976, -1.1055, 2.3244], [-0.9064, -1.8315, 1.8647], [-3.5782, -3.7652, 2.8275], [-1.9010, -4.2560, 2.5273], [-2.8632, -3.5874, 1.2094], [-2.7731, -2.2151, 4.7296], [-1.4812, -1.0467, 4.4109], [-1.1189, -2.7758, 4.4182], [-4.2048, -1.3809, 2.8715], [-3.5366, -1.0935, 1.2593], [-3.0216, -0.0895, 2.6125], [-0.1525, -2.6140, 1.9968], [3.8222, 0.1966, -2.7126], [2.4296, -0.2117, -2.2399], [1.2376, 1.2488, -1.2052], [2.8920, 2.4821, -0.6258], [3.7228, 1.9026, 0.5149], [0.5839, 2.3615, -2.9127], [1.5911, 2.6270, -4.0253], [4.2469, -0.5650, -3.3742], [4.5127, 0.3048, -1.8742], [3.8434, 1.1377, -3.2627], [2.4953, -1.0568, -1.5556], [1.8051, -0.5551, -3.0679], [2.4941, 3.4594, -0.3401], [3.4864, 2.6305, -1.5289], [3.1473, 1.8630, 1.4406], [4.6088, 2.5117, 0.7127], [4.0583, 0.8836, 0.3168], [0.1802, 3.2972, -2.5160], [-0.2744, 1.8089, -3.3000], [2.4533, 3.2009, -3.6779], [1.1363, 3.1968, -4.8418], [1.9688, 1.6982, -4.4557]], "lowdin_charge": [1.548, 0.137, -0.243, -0.283, 0.105, -0.307, -0.331, -0.225, -0.283, 0.114, -0.218, -0.038, -0.309, -0.232, -0.107, -0.365, -0.046, -0.169, -0.376, 0.062, 0.085, 0.069, 0.072, 0.061, 0.074, 0.074, -0.072, -0.662, -0.058, -0.075, -0.218, 0.077, 0.079, 0.076, 0.080, 0.077, 0.082, 0.079, 0.070, 0.077, 0.090, -0.193, -0.414, 1.514, -0.427, -0.181, -0.432, -0.195, 0.065, 0.057, 0.040, 0.036, 0.049, 0.048, 0.029, 0.053, 0.069, 0.063, 0.048, 0.026, 0.056, 0.062, 0.054]}

---

{"formula": "C27H30IN6O3Ru", "method": "the ωB97M-V functional and the def2-TZVPD basis", "total_energy_ha": -1993.50436, "s_squared": 8.77, "relative_energy_ev": 2.1928, "orbital_gap_ev": [1.96, 6.73], "multiplicity": 6, "charge": -2, "elements": ["C", "I", "H", "H", "H", "C", "C", "N", "C", "N", "H", "H", "C", "C", "N", "H", "N", "H", "Ru", "C", "O", "C", "C", "H", "H", "H", "C", "H", "H", "H", "C", "H", "H", "H", "C", "H", "H", "H", "O", "C", "N", "C", "C", "O", "N", "C", "C", "C", "C", "C", "C", "C", "C", "C", "C", "C", "C", "H", "H", "H", "H", "H", "H", "H", "H", "H", "H", "H"], "coordinates": [[0.7112, 0.8582, -7.2237], [1.1726, 0.9002, -5.0977], [0.4862, 1.8512, -7.6226], [-0.1318, 0.1819, -7.3920], [1.6089, 0.4735, -7.7095], [4.6095, -0.8586, -1.4001], [4.6324, 0.4264, -1.8303], [3.3320, 0.7565, -2.1572], [2.5207, -0.3219, -2.0301], [3.3017, -1.2979, -1.4927], [5.3900, -1.4805, -1.0138], [5.4336, 1.1423, -1.9198], [-3.5423, -0.6608, -1.4774], [-1.4347, -0.3694, -2.1795], [-2.2547, -1.1632, -1.4566], [-4.2813, 1.1829, -2.4693], [-2.1934, 0.6861, -2.5766], [-4.3380, -1.1562, -0.9465], [0.5317, -0.1170, -1.8448], [0.3982, -1.4398, -3.1169], [0.2560, -2.3643, -3.8266], [-3.5101, 0.4861, -2.1998], [-1.6450, 1.8439, -3.2661], [-2.1832, 2.7528, -2.9693], [-1.7085, 1.7010, -4.3552], [-0.5748, 1.9470, -2.9899], [-1.8530, -2.3717, -0.7481], [-2.2629, -3.2509, -1.2668], [-2.2435, -2.3480, 0.2767], [-0.7571, -2.4431, -0.7136], [2.8316, -2.5577, -0.9545], [3.4554, -3.3665, -1.3427], [1.7926, -2.7280, -1.2486], [2.9053, -2.5730, 0.1436], [2.8726, 2.0878, -2.5099], [1.7663, 2.1079, -2.4858], [3.2403, 2.3443, -3.5156], [3.2570, 2.8239, -1.7923], [2.7858, 0.7634, 0.7858], [1.6219, 0.5605, 1.1179], [1.1567, 0.4689, 2.4230], [-0.2764, 0.4083, 2.5353], [-0.6410, 0.6778, 1.0455], [-1.7515, 0.9917, 0.6094], [0.4931, 0.5146, 0.2897], [-0.7514, -1.0165, 2.8659], [-2.1260, -1.2653, 2.9046], [-2.5973, -2.5353, 3.2559], [-1.7011, -3.5688, 3.5267], [-0.3242, -3.3296, 3.4655], [0.1491, -2.0486, 3.1327], [-0.7617, 1.4572, 3.5563], [-1.2679, 1.1170, 4.8256], [-1.6369, 2.1308, 5.7301], [-1.4418, 3.4713, 5.3870], [-0.8897, 3.8032, 4.1485], [-0.5492, 2.7964, 3.2402], [1.8359, 0.4840, 3.1831], [-2.8073, -0.4348, 2.7041], [-3.6729, -2.6832, 3.3278], [-2.0798, -4.5554, 3.7946], [0.3850, -4.1239, 3.6871], [1.2256, -1.8494, 3.1223], [-1.3695, 0.0682, 5.1224], [-2.0583, 1.8560, 6.6973], [-1.7170, 4.2574, 6.0936], [-0.7171, 4.8400, 3.8694], [-0.1070, 3.0587, 2.2745]], "lowdin_charge": [-0.582, 0.302, -0.052, -0.034, -0.054, -0.063, -0.058, -0.136, -0.313, -0.118, 0.110, 0.116, -0.051, -0.296, -0.104, 0.111, -0.110, 0.119, 1.026, -0.562, -0.021, -0.054, -0.119, 0.089, 0.054, -0.007, -0.011, 0.092, 0.084, 0.070, -0.035, 0.085, 0.059, 0.096, -0.155, 0.006, 0.038, 0.092, 0.007, -0.545, 0.115, -0.297, -0.438, 0.025, 0.033, -0.235, -0.145, -0.166, -0.205, -0.186, -0.083, -0.125, -0.020, -0.104, -0.132, -0.106, -0.034, 0.156, 0.095, 0.078, 0.058, 0.055, 0.092, 0.111, 0.088, 0.085, 0.087, 0.123]}

---

{"formula": "C3H4O3Y", "method": "the ωB97M-V functional and the def2-TZVPD basis", "total_energy_ha": -379.30649, "relative_energy_ev": 5.7775, "orbital_gap_ev": 6.21, "charge": 3, "elements": ["C", "O", "C", "C", "O", "O", "H", "H", "H", "Y", "H"], "coordinates": [[0.3686, 1.1874, 0.4106], [0.0041, -1.2583, -0.4139], [0.0929, -0.3644, -1.3111], [-0.0301, 0.0844, 1.3061], [0.3931, 0.9078, -0.8877], [-0.3386, -0.5443, -2.4502], [-0.0208, 2.1941, 0.5938], [-1.1197, -0.0427, 1.2277], [1.2496, 0.3134, 1.3984], [-0.5410, -2.8560, -2.2426], [-0.0580, 0.3785, 2.3690]], "lowdin_charge": [0.056, -0.051, -0.627, 0.031, 0.197, 0.045, 0.224, 0.184, 0.308, 2.495, 0.138]}